Record 1
Density functional theory data (ωB97M-V/def2-TZVPD) for an isolated molecule of C4H7NO2 in a non-equilibrium geometry.

Each line ends with the natural charge from an NBO analysis.
Positions of all 14 atoms, in Å:
N: 0.8919 0.7964 0.7269  -0.65
O: 0.8033 -0.5109 -1.5966  -0.52
H: -1.6110 -0.6456 0.0935  0.22
C: 0.0099 1.3217 -0.2856  -0.33
H: -1.0581 0.1830 -1.9296  0.13
H: -0.6881 -2.1229 0.1612  0.25
H: -1.0423 -1.1560 1.6479  0.24
C: -0.7401 -1.1246 0.6059  -0.76
H: 1.8346 1.1798 0.7632  0.41
C: 0.7490 -0.5907 0.7770  0.72
C: -0.1076 0.2491 -1.3758  0.42
H: -0.9488 1.6105 0.1644  0.21
H: 0.4385 2.1871 -0.7932  0.24
O: 1.6295 -1.3608 1.0681  -0.57

Summary:
ΔE to the lowest compared entry with this formula, charge and spin, kJ/mol: 175.12
Net charge: 0
SMILES: CC(=O)NCC=O
Frontier orbital gap, eV: 10.589


Record 2
Density functional theory data (ωB97M-V/def2-TZVPD) for the ion C4H4NO with charge +1 in a non-equilibrium geometry.

Each line ends with the natural charge from an NBO analysis.
Positions of all 10 atoms, in Å:
O: -1.9274 -1.2194 -0.8134  -0.30
C: -1.1067 -1.6559 0.0551  0.37
H: -0.0367 -1.5305 0.2231  0.25
H: 1.0858 0.9560 0.7866  0.39
H: -1.5346 -2.3920 0.7483  0.21
C: 0.3176 1.4456 -0.9900  0.08
C: -1.4867 -0.2666 -1.5781  0.24
H: 0.4388 2.6249 -1.2376  0.27
N: 0.5208 0.6999 0.0165  -0.59
C: -0.6316 0.6095 -1.6786  0.07

Summary:
ΔE to the lowest compared entry with this formula, charge and spin, kJ/mol: 463.92
Net charge: +1
Frontier orbital gap (spin up / spin down), eV: 8.177 / 8.179


Record 3
Density functional theory data (ωB97M-V/def2-TZVPD) for a structure of composition C2H6O2Pd in a non-equilibrium geometry.

Each line ends with the natural charge from an NBO analysis.
Positions of all 11 atoms, in Å:
C: -0.1736 -0.0528 -0.5666  -0.12
O: 0.8895 0.4015 0.2854  -0.22
H: -2.2676 0.3089 -0.6433  0.26
H: -1.3981 1.4027 0.4613  0.24
H: -0.1005 -1.1452 -0.6673  0.22
O: 1.7933 -0.6754 0.4796  -0.43
H: -1.7126 -0.2953 0.9368  0.23
H: 1.4567 -0.7821 1.4293  0.56
C: -1.4617 0.3683 0.0993  -0.64
Pd: 3.0242 0.0528 -0.2620  0.68
H: -0.0496 0.4166 -1.5524  0.23

Summary:
ΔE to the lowest compared entry with this formula, charge and spin, kJ/mol: 169.21
Net charge: +1
2S+1: 4
Frontier orbital gap (spin up / spin down), eV: 6.890 / 8.604


- The highest ΔE to the lowest compared entry with this formula, charge and spin belongs to which entry?
  C4H4NO


- Number 1 is which compound?
  C4H7NO2